No. 1
Here is a cluster of 2 separate species, C7H6OSi in total in a non-equilibrium geometry from the OMol25 dataset. Energies are from the ωB97M-V functional and the def2-TZVPD basis.

ORCA input file:
```
! wB97M-V def2-TZVPD RIJCOSX def2/J DEFGRID3
* xyz 0 1
C 4.6672 0.7509 -0.3872
C 3.4847 0.6368 -0.1743
Si 1.7388 0.1458 0.2222
C 1.1107 -1.4122 -0.0425
C 1.1035 -2.6847 0.2334
C 0.7427 1.6914 0.4072
C -0.0009 2.5947 0.7658
H 5.6247 0.9520 -0.7195
H 0.7875 -3.2789 -0.6141
H 1.0223 -3.1444 1.2130
H -0.8588 3.1972 0.8361
C -1.9243 0.0318 -0.3308
O -2.7849 0.7403 0.0862
H -0.7785 0.0871 -0.1392
H -2.2078 -0.9229 -0.9650
*
```

## Properties
Highest occupied orbital energy in eV: -8.42
M in u: 134.21
Calculated total energy in Eh: -634.7970
F_max in eV/Å: 2.8
LUMO energy in Ha: -0.0115
Energy above the lowest of the compared OMol25 structures with the same formula, charge and spin in kcal/mol: 61.8
Frontier orbital gap in eV: 8.11
Structure (SMILES): C#C[Si](=C=C)C#C.C=O

Here are the natural (NBO) charges for atoms 1 to 2, given in e: -0.136 -0.484

No. 2
Here is a cluster of 8 separate species, C86H195F6NO4P6 in total in a non-equilibrium geometry from the OMol25 dataset. Energies are from the ωB97M-V functional and the def2-TZVPD basis.

ORCA input file:
```
! wB97M-V def2-TZVPD RIJCOSX def2/J DEFGRID3
* xyz 4 1
O -18.1825 -3.8470 -15.3505
C -17.9460 -4.8487 -16.1411
O -18.8703 -5.4082 -16.7398
O -16.7353 -5.0828 -16.3064
H -17.2234 -3.8264 -15.3879
C -21.3970 -12.7422 -12.3525
C -20.8104 -11.9057 -13.5777
C -21.4951 -10.5824 -13.6116
C -21.1635 -9.8816 -14.9306
P -22.1213 -8.2767 -14.9396
C -21.9974 -7.4767 -16.4911
C -22.8403 -6.1549 -16.5999
C -23.2141 -5.7341 -18.0386
C -23.9382 -4.4478 -18.0067
C -23.8673 -8.8320 -14.7057
C -24.3472 -9.9519 -15.6897
C -25.5406 -10.7398 -15.1478
C -25.1993 -11.6241 -13.9549
C -21.6096 -7.2711 -13.5173
C -20.1051 -7.1103 -13.4231
C -19.7118 -5.7853 -12.6577
C -18.2626 -5.5966 -12.2791
H -20.9332 -13.7231 -12.2490
H -22.4596 -12.9622 -12.4548
H -21.2451 -12.2730 -11.3804
H -20.9435 -12.3540 -14.5623
H -19.7308 -11.7658 -13.5226
H -21.2562 -9.9993 -12.7223
H -22.5695 -10.7396 -13.5164
H -21.3261 -10.5664 -15.7629
H -20.1553 -9.4736 -14.8594
H -22.4062 -8.1700 -17.2261
H -20.9546 -7.4059 -16.8005
H -22.1588 -5.3725 -16.2660
H -23.6371 -6.1173 -15.8570
H -23.8601 -6.4478 -18.5499
H -22.3208 -5.7115 -18.6627
H -24.9353 -4.4320 -17.5666
H -23.9156 -3.9604 -18.9814
H -23.4288 -3.7071 -17.3902
H -24.4206 -7.9412 -15.0032
H -24.0682 -8.9651 -13.6427
H -23.5235 -10.6254 -15.9266
H -24.5116 -9.5411 -16.6858
H -25.8311 -11.4831 -15.8902
H -26.4735 -10.2193 -14.9310
H -26.1303 -12.1385 -13.7169
H -24.9399 -11.0146 -13.0892
H -24.4396 -12.3739 -14.1758
H -22.1449 -7.5995 -12.6264
H -22.0335 -6.2699 -13.5953
H -19.6862 -7.1011 -14.4293
H -19.7057 -7.9916 -12.9212
H -20.1094 -5.6600 -11.6505
H -20.0153 -4.9453 -13.2826
H -18.0815 -4.9438 -11.4251
H -17.7221 -5.1582 -13.1180
H -17.7030 -6.5185 -12.1211
C -12.0167 -8.5353 -21.9074
C -12.3569 -7.1156 -22.1808
C -13.5298 -6.7028 -21.2606
C -13.1169 -6.8032 -19.7778
P -14.3732 -6.2336 -18.5997
C -15.6646 -7.5685 -18.5266
C -15.1315 -8.9345 -17.9925
C -16.2891 -9.9141 -17.6950
C -17.5700 -9.3883 -16.9888
C -14.8708 -4.5371 -19.0048
C -15.9438 -4.3971 -20.0872
C -16.8040 -3.1254 -19.9713
C -16.0144 -1.7626 -20.3827
C -13.5873 -6.0886 -16.9390
C -12.4681 -5.0052 -16.8628
C -11.7796 -4.7442 -15.5231
C -10.4655 -5.5670 -15.2607
H -11.5916 -8.8530 -20.9553
H -11.4042 -8.8478 -22.7532
H -12.9226 -9.1415 -21.9084
H -12.7675 -7.0605 -23.1890
H -11.5284 -6.4084 -22.1422
H -14.4593 -7.1937 -21.5491
H -13.8075 -5.6975 -21.5773
H -12.1660 -6.2852 -19.6532
H -12.9976 -7.8620 -19.5483
H -16.0391 -7.8017 -19.5233
H -16.4693 -7.1504 -17.9219
H -14.4819 -8.8699 -17.1196
H -14.5392 -9.4986 -18.7130
H -15.8778 -10.7502 -17.1294
H -16.7002 -10.4207 -18.5682
H -17.1854 -8.7857 -16.1660
H -18.1313 -10.1911 -16.5107
H -18.1957 -8.9050 -17.7392
H -13.9731 -3.9648 -19.2385
H -15.1706 -4.1269 -18.0404
H -16.6188 -5.2452 -19.9720
H -15.4971 -4.5423 -21.0708
H -17.3041 -3.1193 -19.0028
H -17.5927 -3.2123 -20.7187
H -16.7254 -0.9366 -20.3662
H -15.4886 -1.7564 -21.3375
H -15.2826 -1.5165 -19.6133
H -13.2374 -7.1040 -16.7530
H -14.2901 -5.8958 -16.1285
H -12.9452 -4.0884 -17.2093
H -11.7527 -5.2590 -17.6450
H -12.5868 -4.9090 -14.8094
H -11.6000 -3.6986 -15.2732
H -9.6961 -5.1604 -15.9170
H -10.6140 -6.6032 -15.5647
H -10.0287 -5.5135 -14.2635
C -16.8626 3.1927 -13.3007
C -15.8320 2.3290 -12.5572
C -16.4474 1.2824 -11.6037
C -15.4105 0.3503 -11.0544
P -16.0306 -0.7548 -9.6835
C -16.7344 0.2140 -8.2175
C -15.7727 1.1140 -7.4206
C -16.4381 2.2078 -6.6380
C -17.3843 1.7562 -5.5359
C -17.2559 -1.9784 -10.2480
C -18.3006 -2.4125 -9.2059
C -17.7187 -3.2219 -8.0248
C -18.8203 -4.0228 -7.1996
C -14.5523 -1.6546 -8.9293
C -13.5279 -2.2496 -9.9512
C -14.0173 -3.2786 -10.9190
C -12.9138 -3.9725 -11.5513
H -17.8470 3.4507 -12.9104
H -17.0797 2.7821 -14.2868
H -16.4449 4.1806 -13.4946
H -15.2857 2.9177 -11.8202
H -15.1291 1.9461 -13.2971
H -17.2773 0.7073 -12.0141
H -16.8432 1.7953 -10.7272
H -14.4754 0.7802 -10.6953
H -15.2931 -0.4093 -11.8273
H -17.1494 -0.5141 -7.5206
H -17.6734 0.6685 -8.5333
H -15.0802 1.6077 -8.1023
H -15.1926 0.6080 -6.6488
H -16.9917 2.8849 -7.2885
H -15.7364 2.8782 -6.1417
H -16.8817 0.9313 -5.0310
H -18.2660 1.4106 -6.0756
H -17.6124 2.5511 -4.8258
H -16.7331 -2.8069 -10.7257
H -17.7366 -1.3653 -11.0102
H -18.8826 -3.2447 -9.6018
H -18.9934 -1.5942 -9.0095
H -17.2191 -2.5535 -7.3236
H -16.9203 -3.8383 -8.4381
H -18.2944 -4.3432 -6.3003
H -19.3651 -4.8926 -7.5665
H -19.5434 -3.3546 -6.7318
H -14.8376 -2.4221 -8.2099
H -14.0493 -0.9330 -8.2857
H -12.6573 -2.5569 -9.3719
H -13.0947 -1.4041 -10.4857
H -14.6701 -2.8403 -11.6739
H -14.4993 -4.0525 -10.3218
H -12.3023 -4.5020 -10.8207
H -12.4307 -3.2913 -12.2517
H -13.2078 -4.6983 -12.3095
C -18.4818 -14.1104 -9.7649
C -16.9488 -13.9877 -9.9960
C -16.3954 -12.6125 -9.7205
C -14.8844 -12.3754 -9.8519
P -14.1389 -11.7661 -11.4131
C -14.6407 -10.0259 -11.5592
C -13.8930 -9.3225 -12.7195
C -14.5123 -7.9617 -13.0387
C -15.7925 -7.9936 -13.8227
C -12.2312 -11.8524 -11.1738
C -11.5557 -13.2495 -11.5170
C -9.9684 -13.2648 -11.3572
C -9.5447 -12.8854 -9.9403
C -14.6026 -12.8400 -12.8490
C -15.9259 -12.5422 -13.5007
C -16.2495 -13.5699 -14.6169
C -17.7465 -13.6973 -14.8522
H -18.8901 -13.6485 -8.8660
H -18.7440 -15.1684 -9.7769
H -18.9414 -13.5819 -10.6000
H -16.6247 -14.3399 -10.9753
H -16.3706 -14.5625 -9.2725
H -16.7141 -12.2024 -8.7622
H -16.8893 -11.8424 -10.3132
H -14.3800 -13.3380 -9.7674
H -14.5938 -11.7083 -9.0404
H -14.5256 -9.6425 -10.5454
H -15.7077 -10.0107 -11.7814
H -13.9660 -9.9140 -13.6321
H -12.8483 -9.1842 -12.4410
H -13.8442 -7.4817 -13.7537
H -14.5605 -7.2713 -12.1966
H -15.6289 -8.5802 -14.7267
H -15.9263 -6.9468 -14.0958
H -16.5663 -8.4339 -13.1939
H -11.9292 -11.7221 -10.1346
H -11.6466 -11.1064 -11.7121
H -11.7741 -13.6189 -12.5190
H -12.0928 -13.9641 -10.8932
H -9.6621 -12.5369 -12.1086
H -9.6262 -14.2658 -11.6198
H -10.2451 -13.2511 -9.1894
H -9.5453 -11.8112 -9.7552
H -8.5805 -13.3232 -9.6815
H -14.4240 -13.9055 -12.7044
H -13.8361 -12.5068 -13.5488
H -15.8716 -11.5130 -13.8555
H -16.7433 -12.6177 -12.7836
H -15.8589 -14.5517 -14.3494
H -15.7205 -13.3471 -15.5435
H -18.2854 -14.1445 -14.0170
H -17.9730 -14.3715 -15.6782
H -18.3848 -12.8843 -15.1982
C -15.2197 -2.4450 -14.5845
C -15.5612 -1.0440 -15.0743
C -16.9736 -1.0182 -15.8212
C -18.2495 -0.8624 -14.9525
P -19.8483 -0.9291 -15.9270
C -20.7057 0.7278 -15.8989
C -19.8872 1.8809 -16.6450
C -20.2376 3.2677 -16.0055
C -21.6596 3.6479 -16.1534
C -20.7979 -2.2450 -15.0879
C -22.2728 -2.0377 -15.2202
C -23.0398 -2.9636 -14.3850
C -24.5869 -2.8089 -14.3199
C -19.6043 -1.5583 -17.6436
C -20.8412 -1.4808 -18.5568
C -20.4032 -1.7948 -19.9725
C -21.5926 -1.9110 -20.9851
H -15.0890 -3.0876 -15.4552
H -15.8777 -2.9394 -13.8699
H -14.2779 -2.4129 -14.0367
H -14.8047 -0.6489 -15.7523
H -15.5532 -0.3047 -14.2734
H -16.9413 -1.8988 -16.4626
H -17.0159 -0.1481 -16.4765
H -18.2894 0.0770 -14.4011
H -18.3449 -1.6258 -14.1805
H -20.8098 1.0880 -14.8754
H -21.6412 0.5733 -16.4366
H -20.1802 1.7632 -17.6883
H -18.8361 1.6666 -16.4517
H -19.6007 3.9744 -16.5375
H -20.0212 3.3039 -14.9378
H -21.6923 4.6785 -15.7998
H -22.3695 3.0418 -15.5906
H -22.0003 3.5860 -17.1869
H -20.5841 -2.1417 -14.0241
H -20.4459 -3.1848 -15.5133
H -22.6691 -2.1032 -16.2335
H -22.4642 -1.0143 -14.8975
H -22.7198 -2.8623 -13.3479
H -22.7029 -3.9660 -14.6492
H -24.9256 -2.2969 -15.2206
H -24.8414 -2.4123 -13.3370
H -25.1197 -3.7555 -14.2292
H -19.1455 -2.5471 -17.6436
H -18.8367 -0.9141 -18.0723
H -21.4181 -0.5606 -18.4651
H -21.6143 -2.2020 -18.2918
H -19.8778 -2.7498 -19.9653
H -19.6944 -1.0541 -20.3428
H -21.2477 -2.2326 -21.9678
H -22.1249 -0.9784 -21.1722
H -22.2937 -2.6961 -20.7021
C -18.2627 -6.2772 -22.1833
N -19.7974 -6.4591 -22.2507
C -20.4303 -5.4802 -23.2579
C -20.1605 -7.9169 -22.7350
C -20.5974 -6.3560 -20.8313
C -19.8124 -6.9640 -19.6713
O -18.6952 -6.0907 -19.3056
H -17.8555 -6.2793 -23.1944
H -17.8196 -7.0724 -21.5839
H -18.0869 -5.2702 -21.8048
H -21.5005 -5.3645 -23.0862
H -20.2837 -5.8127 -24.2855
H -20.0644 -4.4655 -23.1013
H -19.7968 -8.6682 -22.0342
H -19.5463 -8.0647 -23.6233
H -21.2287 -8.0752 -22.8832
H -21.5784 -6.8279 -20.8872
H -20.8791 -5.3053 -20.7615
H -19.5072 -7.9846 -19.9025
H -20.4516 -7.0569 -18.7933
H -18.7728 -5.8835 -18.3715
P -20.4261 0.5667 -11.6047
F -19.1645 0.8493 -10.5490
F -19.6839 1.5342 -12.7270
F -19.7687 -0.7742 -12.2692
F -21.6546 0.1945 -12.6051
F -20.8873 -0.2374 -10.3344
F -21.3322 1.8372 -11.1960
*
```

## Properties
Highest occupied orbital energy in eV: -16.31
M in u: 1607.34
Calculated total energy in Eh: -6395.7727
F_max in eV/Å: 4.6
LUMO energy in Ha: -0.2456
Frontier orbital gap in eV: 9.63

Here are the Mulliken charges for atoms 1 to 2, given in e: 1.689 0.023

No. 3
Here is the molecule C5H8O from the OMol25 dataset. Energies are from the ωB97M-V functional and the def2-TZVPD basis.

ORCA input file:
```
! wB97M-V def2-TZVPD RIJCOSX def2/J DEFGRID3
* xyz 0 1
O 1.1600 0.4815 2.1369
C 0.9823 -0.5445 1.3260
C -0.4769 -0.5845 0.9282
C -0.3379 -0.2459 -0.5344
C -0.0912 1.2169 -0.7678
C -0.3782 -1.1290 -1.5281
H 2.1123 0.5218 2.3147
H -1.1233 0.1412 1.4502
H -0.8526 -1.6004 1.0758
H -1.0295 1.5461 -1.2083
H 0.7491 1.4151 -1.4414
H 0.0527 1.7881 0.1557
H -0.6174 -2.1735 -1.3562
H -0.1493 -0.8328 -2.5513
*
```

## Properties
Highest occupied orbital energy in eV: -8.61
M in u: 84.12
Calculated total energy in Eh: -270.4336
F_max in eV/Å: 0.7
LUMO energy in Ha: 0.0292
Energy above the lowest of the compared OMol25 structures with the same formula, charge and spin in kcal/mol: 78.0
Frontier orbital gap in eV: 9.40

Here are the natural (NBO) charges for atoms 1 to 2, given in e: -0.661 0.270

No. 4
Here is a cluster of 2 separate species, C3H9N2O3 in total in a non-equilibrium geometry from the OMol25 dataset. Energies are from the ωB97M-V functional and the def2-TZVPD basis.

ORCA input file:
```
! wB97M-V def2-TZVPD RIJCOSX def2/J DEFGRID3
* xyz -1 1
C 1.1684 1.0420 -0.3194
N 0.5838 0.5144 -1.5450
C -0.6514 -0.2942 -1.7069
O -1.6613 0.0878 -1.0856
O -0.5269 -1.2449 -2.4931
C 0.2836 1.6009 0.7643
N -0.6380 0.6925 1.4155
H 1.8496 1.8121 -0.6656
H 1.8326 0.2876 0.1227
H 0.9253 0.9540 -2.3763
H 0.9378 2.0425 1.5390
H -0.3128 2.4792 0.4887
H -0.1930 -0.2230 1.4671
H -1.3851 0.5224 0.7520
H 0.2031 -1.3374 3.5636
H 1.5935 -1.6492 4.0667
O 0.8419 -2.0699 3.6353
*
```

## Properties
Highest occupied orbital energy in eV: -3.56
M in u: 121.12
Calculated total energy in Eh: -454.9910
F_max in eV/Å: 1.5
LUMO energy in Ha: 0.1234
Energy above the lowest of the compared OMol25 structures with the same formula, charge and spin in kcal/mol: 27.4
Frontier orbital gap in eV: 6.92

Here are the natural (NBO) charges for atoms 1 to 2, given in e: -0.216 -0.751

Q: Which value of frontier orbital gap does entry 4 give?
A: 6.92 eV

Q: Among the records above, which one has the highest M?
A: C86H195F6NO4P6

Q: Which of these has the highest LUMO energy?
A: C3H9N2O3